This record from the OMol25 dataset describes the molecule C24H29N5O4S at a distorted geometry. The level of theory is ωB97M-V/def2-TZVPD.

The total energy comes out at -1904.91760 a.u. As for the HOMO-LUMO gap: 8.1467 eV.

The geometry in ORCA input format:
```
! RIJCOSX wB97M-V def2-TZVPD def2/J DEFGRID3
* xyz 0 1
S 0.32 -2.50 2.99
O 0.27 -0.17 -5.21
O 1.41 0.58 1.19
O -1.97 -3.36 -0.07
O -3.00 1.48 -3.17
N -0.98 -0.12 3.14
N -0.70 1.16 3.45
N 1.10 -0.02 3.83
N 1.09 2.78 1.59
N -0.29 -1.83 0.06
C -0.83 2.25 -2.36
C 0.07 2.29 -1.31
C 0.10 -0.81 3.35
C -1.19 -2.69 0.58
C -1.11 -1.73 -2.25
C -1.24 -2.79 2.10
C -2.67 1.88 -4.48
C 1.98 2.84 2.73
C 2.43 -0.45 4.19
C 1.03 -0.83 -1.66
C -2.06 1.61 -2.20
C 2.43 -1.15 5.54
C 0.53 1.22 3.86
C 1.26 2.50 4.05
C 1.48 0.35 -5.74
C -2.38 1.07 -0.96
C 1.23 -0.40 -2.96
C 2.52 -0.73 -6.01
C -0.14 -1.48 -1.29
C -0.24 1.70 -0.09
C -1.48 1.10 0.08
C 0.24 -0.62 -3.92
C -0.92 -1.30 -3.55
C 0.81 1.61 0.97
H 2.07 -0.48 6.32
H 0.53 3.27 4.29
H 2.11 -1.48 -6.69
H -1.73 0.66 1.04
H 1.18 0.82 -6.68
H -2.51 2.97 -4.54
H 1.88 1.12 -5.08
H 0.43 3.54 1.48
H -3.54 1.62 -5.09
H 3.40 -0.29 -6.46
H 2.14 0.11 -3.21
H 2.77 2.11 2.53
H 0.33 -1.32 0.69
H -3.35 0.60 -0.84
H 2.42 3.84 2.78
H 1.79 -0.63 -0.92
H 2.80 -1.24 -5.09
H 1.03 2.77 -1.45
H 2.77 -1.14 3.41
H 3.08 0.42 4.21
H 3.44 -1.46 5.79
H 1.80 -2.03 5.51
H -1.94 -2.04 2.48
H -0.55 2.69 -3.31
H -1.79 1.36 -4.85
H 1.99 2.43 4.86
H -1.68 -1.47 -4.30
H -1.58 -3.78 2.37
H -2.01 -2.24 -1.98
*
```

Let us look at the Löwdin charges, expressed in e, one per atom: S 1.00; O -0.08; O 0.05; O 0.06; O -0.08; N 0.02; N 0.08; N -0.03; N 0.08; N 0.14; C -0.01; C -0.03; C -0.64; C -0.52; C 0.00; C -0.34; C -0.08; C -0.16; C -0.20; C -0.01; C -0.28; C -0.06; C -0.34; C -0.09; C -0.26; C 0.01; C -0.03; C -0.06; C -0.22; C -0.17; C -0.02; C -0.28; C 0.00; C -0.44; H 0.08; H 0.12; H 0.08; H 0.09; H 0.12; H 0.09; H 0.11; H 0.15; H 0.10; H 0.08; H 0.11; H 0.12; H 0.09; H 0.13; H 0.12; H 0.11; H 0.07; H 0.12; H 0.12; H 0.12; H 0.08; H 0.06; H 0.08; H 0.11; H 0.08; H 0.11; H 0.12; H 0.08; H 0.11

---

This record from the OMol25 dataset describes a structure of composition C24H29N7O5PSSn. The level of theory is ωB97M-V/def2-TZVPD.

The total energy comes out at -2644.38339 a.u. As for the HOMO-LUMO gap: 6.5603 eV.

The geometry in ORCA input format:
```
! RIJCOSX wB97M-V def2-TZVPD def2/J DEFGRID3
* xyz 3 1
Sn -0.21 -0.66 0.08
S -1.89 -2.63 -0.50
P 2.36 -0.74 1.96
O 3.46 -1.39 2.90
O -1.12 0.77 -2.11
O -2.82 2.81 -1.85
O 1.03 -1.75 2.08
O 1.79 0.38 2.98
N -0.76 1.45 1.27
N 1.77 -2.41 -2.60
N -2.62 -1.99 2.01
N -3.54 -3.88 1.12
N 0.74 -0.16 -3.90
N -1.96 -0.80 1.84
N 0.69 0.99 -3.62
C -1.57 2.51 3.23
C -2.05 3.42 -2.74
C 2.20 -4.70 -4.15
C 1.58 -3.58 -4.70
C -2.75 -0.06 4.08
C 2.36 -3.48 -2.10
C -0.49 4.79 -4.64
C -2.40 4.71 -3.12
C 4.47 -2.30 2.39
C -1.03 3.72 2.80
C 1.41 -2.47 -3.89
C -2.05 0.09 2.76
C -1.64 5.37 -4.06
C 0.79 -1.28 -4.47
C -0.34 3.77 1.61
C -0.56 1.50 -2.92
C 0.64 -2.31 3.36
C 2.67 1.43 3.45
C -0.22 2.59 0.87
C -0.88 2.81 -3.30
C -2.74 -2.84 0.96
C 2.59 -4.65 -2.83
C -1.42 1.40 2.43
C -0.12 3.54 -4.26
H -3.69 0.49 4.07
H 5.13 -2.52 3.23
H 1.27 -3.56 -5.74
H 0.34 -1.31 -5.46
H 2.09 2.05 4.12
H 3.52 1.00 3.98
H -1.93 6.37 -4.36
H -2.13 0.36 4.87
H 0.08 5.34 -5.37
H 2.36 -5.58 -4.75
H -2.52 1.89 -1.71
H -0.11 -1.68 3.82
H -4.11 -4.03 1.94
H 0.77 3.09 -4.69
H 1.50 -2.38 4.01
H 3.03 2.03 2.61
H 2.65 -3.43 -1.05
H -2.11 2.46 4.17
H 5.03 -1.82 1.59
H -1.15 4.61 3.40
H 4.01 -3.22 2.04
H -3.21 -2.12 2.82
H 0.32 2.58 -0.07
H 0.24 -3.30 3.16
H -3.28 5.16 -2.68
H -3.65 -4.54 0.36
H 0.10 4.68 1.24
H 3.06 -5.50 -2.36
H -2.95 -1.09 4.36
*
```

Let us look at the Löwdin charges, expressed in e, one per atom: Sn 1.20; S 0.62; P 0.75; O -0.34; O -0.08; O 0.13; O -0.54; O -0.38; N -0.03; N 0.11; N 0.02; N 0.16; N 0.14; N -0.02; N 0.28; C 0.04; C -0.22; C 0.00; C 0.02; C 0.02; C -0.10; C -0.03; C 0.03; C -0.07; C 0.01; C -0.27; C -0.23; C 0.01; C 0.09; C 0.00; C -0.32; C -0.07; C -0.08; C -0.11; C -0.09; C -0.78; C 0.00; C -0.22; C 0.00; H 0.12; H 0.10; H 0.13; H 0.18; H 0.09; H 0.09; H 0.13; H 0.11; H 0.13; H 0.13; H 0.09; H 0.07; H 0.14; H 0.12; H 0.10; H 0.09; H 0.11; H 0.13; H 0.09; H 0.14; H 0.08; H 0.15; H 0.12; H 0.10; H 0.14; H 0.13; H 0.13; H 0.13; H 0.09

---

This record from the OMol25 dataset describes a structure of composition C24H30AsClN2O4Zr at a distorted geometry. The level of theory is ωB97M-V/def2-TZVPD.

The total energy comes out at -4085.52102 a.u. As for the HOMO-LUMO gap: 7.5733 eV.

The geometry in ORCA input format:
```
! RIJCOSX wB97M-V def2-TZVPD def2/J DEFGRID3
* xyz 2 1
Zr -0.05 -0.86 0.26
As 2.11 -1.48 -1.31
Cl -1.94 2.97 -3.84
O -1.24 -2.25 -0.67
O -3.49 0.89 -4.93
O -2.63 -2.66 -2.39
O -3.23 -1.32 -4.60
N -1.26 1.69 -1.61
N -1.16 0.41 -1.09
C -2.22 0.30 -3.12
C -0.81 0.10 2.37
C 0.52 3.00 -0.45
C -0.36 -2.16 2.18
C -1.56 1.33 2.82
C -1.25 5.15 -0.24
C 0.87 -1.45 2.45
C -2.92 -1.38 1.93
C -1.92 1.66 -2.80
C -1.81 -0.39 -2.00
C -1.44 -1.19 2.07
C -3.01 -0.05 -4.29
C 0.04 5.22 0.35
C 0.92 4.16 0.25
C 1.92 -1.32 -3.25
C 3.58 -0.17 -1.01
C -1.94 -1.86 -1.78
C -0.78 2.89 -0.94
C 0.60 -0.04 2.49
C -0.52 -3.70 2.31
C 2.22 -2.02 2.82
C 3.12 -3.10 -1.10
C 1.64 1.03 2.71
C -1.66 3.99 -0.84
H -2.58 1.46 2.36
H -1.30 -4.00 1.58
H 3.63 -3.01 -0.14
H -1.02 2.26 2.63
H 1.33 1.95 2.18
H 2.60 -1.51 3.66
H 1.80 1.27 3.79
H -3.03 -1.94 -3.82
H -3.46 -1.22 2.92
H 2.66 0.73 2.39
H -1.74 1.27 3.92
H 1.91 -2.34 -3.65
H 1.00 -0.81 -3.40
H 3.83 -3.31 -1.89
H 0.47 -4.14 1.99
H 3.24 0.87 -1.21
H 1.29 2.24 -0.62
H 2.41 -3.91 -1.07
H -2.63 3.86 -1.36
H -1.84 6.04 -0.34
H 2.93 -1.93 2.02
H -3.15 -2.40 1.52
H -3.26 -0.67 1.15
H 1.89 4.29 0.72
H 4.42 -0.48 -1.65
H 3.88 -0.25 0.04
H 2.73 -0.70 -3.58
H 2.08 -3.08 2.98
H -0.76 -4.00 3.31
H 0.31 6.10 0.86
*
```

Let us look at the Löwdin charges, expressed in e, one per atom: Zr 1.67; As 1.03; Cl 0.95; O -0.21; O 0.09; O 0.16; O 0.16; N -0.03; N -0.03; C -0.03; C -0.29; C -0.03; C -0.30; C 0.00; C -0.02; C -0.29; C -0.01; C -0.51; C -0.12; C -0.33; C -0.47; C -0.03; C -0.06; C -0.22; C -0.26; C -0.42; C -0.20; C -0.29; C 0.02; C 0.01; C -0.27; C 0.00; C -0.03; H 0.10; H 0.09; H 0.03; H 0.08; H 0.06; H 0.09; H 0.12; H 0.10; H 0.13; H 0.09; H 0.12; H 0.05; H 0.00; H 0.05; H 0.10; H 0.03; H 0.09; H 0.03; H 0.12; H 0.12; H 0.06; H 0.10; H 0.08; H 0.12; H 0.05; H 0.02; H 0.04; H 0.08; H 0.09; H 0.11